a.
Computed, not measured: a 3-piece molecular cluster, C4H7N3O overall, with ωB97M-V with the def2-TZVPD basis set.

HOMO-LUMO gap, eV: 8.99
HOMO level, eV: -9.26

ORCA input file:
```
! wB97M-V def2-TZVPD RIJCOSX def2/J DEFGRID3
* xyz 0 1
C -1.907 1.296 -0.136
C -1.230 0.021 -0.604
C -0.020 -0.265 0.049
C 0.143 -1.181 1.127
H -2.693 1.371 -1.009
H -1.407 2.407 0.097
H -2.534 1.034 0.943
H -2.079 -0.662 -0.521
H -1.429 -0.923 -2.263
H -1.020 1.599 -2.737
H -0.471 -2.086 1.443
N -0.623 0.291 -1.994
N 2.068 0.164 0.615
N 1.077 0.543 -0.014
O 1.507 -1.119 1.397
*
```

***

b.
Computed, not measured: C4H7N3O in the gas phase, with ωB97M-V with the def2-TZVPD basis set.

SMILES string: CCn1ncc(=O)[nH]1
HOMO-LUMO gap, eV: 9.56
HOMO level, eV: -8.84

ORCA input file:
```
! wB97M-V def2-TZVPD RIJCOSX def2/J DEFGRID3
* xyz 0 1
C -1.771 0.991 -0.626
C -2.205 -0.333 0.002
C 1.960 -0.351 -0.630
C 1.328 0.168 0.654
N -0.564 1.284 -0.220
N -1.134 -0.913 0.488
N -0.107 0.356 0.530
O -3.342 -0.838 -0.018
H -2.518 1.673 -1.069
H 2.904 -0.847 -0.362
H 1.187 -0.816 -1.101
H 2.175 0.502 -1.198
H 1.539 -0.501 1.440
H 1.653 1.143 0.797
H -1.106 -1.518 1.312
*
```

***

c.
Computed, not measured: C4H7N3O in the gas phase, with ωB97M-V with the def2-TZVPD basis set.

SMILES string: N#CCN/N=C\CO
HOMO-LUMO gap, eV: 10.24
HOMO level, eV: -9.62

ORCA input file:
```
! wB97M-V def2-TZVPD RIJCOSX def2/J DEFGRID3
* xyz 0 1
C 1.746 -0.036 -0.586
C 0.772 1.249 -0.454
C -1.164 -0.703 0.263
C -2.417 -0.240 -0.232
H 1.116 -0.913 0.986
H 1.906 -0.329 -1.655
H 2.831 0.253 -0.295
H 0.924 2.238 -0.959
H -1.232 0.462 1.881
H -0.547 -0.949 -0.640
H -1.218 -1.670 0.786
N -0.199 1.515 0.434
N -0.506 0.306 1.177
N -3.404 0.054 -0.741
O 1.392 -1.236 0.035
*
```

***

The structure with the least stability is a.

***

a.
Computed, not measured: C4H7N3O as an isolated structure, with ωB97M-V with the def2-TZVPD basis set.

HOMO-LUMO gap, eV: 8.35
HOMO level, eV: -7.60

ORCA input file:
```
! wB97M-V def2-TZVPD RIJCOSX def2/J DEFGRID3
* xyz 0 1
C -2.095 -0.140 0.281
C 0.174 -0.426 0.020
C 2.502 -0.421 0.107
C 0.697 0.916 -0.178
H -2.292 -0.146 1.623
H -2.213 0.928 -0.057
H -2.890 -0.807 -0.184
H -0.971 -0.709 -1.405
H 1.143 -2.107 0.081
H 3.503 -0.732 0.013
H 0.334 2.758 -0.353
N -0.979 -0.846 -0.395
N 1.229 -1.150 0.322
N 2.024 0.907 -0.031
O -0.167 1.975 0.156
*
```

***

b.
Computed, not measured: C4H7N3O in the gas phase, with ωB97M-V with the def2-TZVPD basis set.

SMILES string: [H]/N=C(C)/N=C(/N)C=O
HOMO-LUMO gap, eV: 9.16
HOMO level, eV: -9.37

ORCA input file:
```
! wB97M-V def2-TZVPD RIJCOSX def2/J DEFGRID3
* xyz 0 1
C -0.201 -2.838 0.545
C -0.374 -1.303 0.608
C 0.054 0.591 -0.783
C 0.714 1.303 0.255
H -1.197 -3.221 0.087
H -0.101 -3.344 1.513
H 0.642 -3.133 -0.150
H -0.465 -1.418 2.446
H -0.798 1.082 -2.534
H -0.084 2.366 -1.734
H 1.187 0.797 1.148
N -0.502 -0.713 1.715
N -0.315 -0.624 -0.698
N -0.168 1.362 -1.855
O 0.819 2.523 0.167
*
```

***

The structure with the least stability is a.

***

a.
Computed, not measured: C4H7N3O in the gas phase, with ωB97M-V with the def2-TZVPD basis set.

HOMO-LUMO gap, eV: 8.95
HOMO level, eV: -8.31

ORCA input file:
```
! wB97M-V def2-TZVPD RIJCOSX def2/J DEFGRID3
* xyz 0 1
C 0.359 -0.685 2.185
C -0.658 -0.366 -1.250
C -0.140 0.461 -0.038
C 0.853 -0.317 0.823
N 0.503 0.686 -1.682
N -1.545 -0.975 -1.830
N -0.853 1.366 0.555
O 1.946 -0.599 0.385
H 0.545 1.691 -1.791
H 1.369 0.243 -1.975
H -1.530 -1.054 -2.842
H -1.491 1.856 -0.068
H -0.061 0.199 2.664
H -0.461 -1.399 2.083
H 1.164 -1.108 2.780
*
```

***

b.
Computed, not measured: C4H7N3O as an isolated structure, with ωB97M-V with the def2-TZVPD basis set.

HOMO-LUMO gap, eV: 8.60
HOMO level, eV: -8.02

ORCA input file:
```
! wB97M-V def2-TZVPD RIJCOSX def2/J DEFGRID3
* xyz 0 1
C 1.328 0.296 1.221
C -0.262 0.783 -0.806
C -1.697 -0.898 -0.586
C -0.578 -1.205 0.164
H 1.132 0.992 2.048
H 1.803 -0.621 1.385
H 2.137 0.753 0.736
H 1.283 2.417 -0.659
H -0.466 2.063 -2.090
H -2.459 -1.719 -0.727
H -1.234 -2.790 0.690
N 0.260 0.050 0.235
N 0.697 1.690 -1.504
N -1.336 0.355 -1.207
O -0.608 -2.167 1.099
*
```

***

The structure with the least stability is b.

***

a.
Computed, not measured: an isolated ion of composition C5H12N and charge +1, with ωB97M-V with the def2-TZVPD basis set.

SMILES string: C=CC[C@H](C)[NH3+]
HOMO-LUMO gap, eV: 9.90
HOMO level, eV: -13.52

ORCA input file:
```
! wB97M-V def2-TZVPD RIJCOSX def2/J DEFGRID3
* xyz 1 1
C -0.897 1.470 0.390
C -0.586 -0.023 0.381
C 0.849 -0.411 0.065
C 1.204 0.027 -1.333
C 1.109 -0.788 -2.381
N -0.910 -0.597 1.772
H -0.095 1.988 0.924
H -1.789 1.680 0.974
H -0.877 1.804 -0.637
H -1.320 -0.495 -0.271
H 1.509 0.087 0.780
H 0.942 -1.494 0.138
H 1.423 1.078 -1.504
H 1.156 -0.320 -3.356
H 1.101 -1.861 -2.284
H -0.404 -1.474 1.908
H -0.509 0.032 2.473
H -1.906 -0.703 1.961
*
```

***

b.
Computed, not measured: an isolated ion of composition C5H12N and charge +1, with ωB97M-V with the def2-TZVPD basis set.

SMILES string: CCC/C=C/[NH3+]
HOMO-LUMO gap, eV: 10.85
HOMO level, eV: -14.65

ORCA input file:
```
! wB97M-V def2-TZVPD RIJCOSX def2/J DEFGRID3
* xyz 1 1
C 2.186 -0.462 1.706
C 1.948 -0.514 0.193
C 0.934 0.508 -0.325
C -0.474 0.004 -0.288
C -1.533 0.546 -0.865
N -2.886 0.015 -0.580
H 1.662 0.400 2.122
H 3.227 -0.356 1.980
H 1.733 -1.340 2.170
H 1.574 -1.499 -0.073
H 2.844 -0.465 -0.429
H 1.205 0.856 -1.324
H 0.912 1.404 0.311
H -0.611 -0.965 0.196
H -1.544 1.576 -1.190
H -2.917 -0.477 0.316
H -3.210 -0.684 -1.259
H -3.574 0.766 -0.514
*
```

***

The structure with the least stability is b.

***

a.
Computed, not measured: an isolated ion of composition C5H12N and charge +1, with ωB97M-V with the def2-TZVPD basis set.

SMILES string: C=CCCC[NH3+]
HOMO-LUMO gap, eV: 10.73
HOMO level, eV: -14.17

ORCA input file:
```
! wB97M-V def2-TZVPD RIJCOSX def2/J DEFGRID3
* xyz 1 1
C -0.300 1.151 -0.688
C -0.465 1.102 0.824
C 0.430 -0.019 1.410
C 1.472 -1.467 -0.331
C 0.596 -1.263 0.638
N -1.207 0.122 -1.302
H 0.690 0.767 -0.917
H -0.497 2.104 -1.152
H -0.138 2.022 1.284
H -1.510 0.868 1.053
H 0.111 -0.171 2.444
H 1.361 0.524 1.595
H 2.189 -0.708 -0.604
H 1.604 -2.437 -0.798
H -0.101 -2.041 0.931
H -1.937 -0.245 -0.687
H -1.660 0.399 -2.172
H -0.638 -0.710 -1.528
*
```

***

b.
Computed, not measured: an isolated ion of composition C5H12N and charge +1, with ωB97M-V with the def2-TZVPD basis set.

SMILES string: C=C([NH3+])CCC
HOMO-LUMO gap, eV: 10.70
HOMO level, eV: -14.55

ORCA input file:
```
! wB97M-V def2-TZVPD RIJCOSX def2/J DEFGRID3
* xyz 1 1
C -1.247 -0.292 -1.735
C -1.538 -0.275 -0.216
C -0.201 -0.771 0.403
C 0.976 0.116 0.488
C 2.189 -0.087 -0.005
N 0.641 1.229 1.469
H -0.444 0.330 -2.136
H -2.181 -0.143 -2.312
H -0.953 -1.243 -2.232
H -2.350 -0.945 0.035
H -1.738 0.790 -0.034
H -0.436 -1.315 1.314
H 0.093 -1.588 -0.258
H 2.830 0.757 0.267
H 2.584 -1.012 -0.370
H 0.345 2.123 1.075
H 1.438 1.467 2.074
H -0.009 0.859 2.174
*
```

***

The structure with the least stability is b.

***

a.
Computed, not measured: an isolated ion of composition C5H12N and charge +1, with ωB97M-V with the def2-TZVPD basis set.

SMILES string: C=C(C)CC[NH3+]
HOMO-LUMO gap, eV: 10.48
HOMO level, eV: -13.96

ORCA input file:
```
! wB97M-V def2-TZVPD RIJCOSX def2/J DEFGRID3
* xyz 1 1
C 0.661 1.409 -0.019
C 1.125 0.138 0.680
C -0.077 -0.881 0.446
C -0.027 -1.872 -0.509
C -1.308 -0.570 1.315
N 0.174 1.055 -1.406
H 1.420 2.100 -0.285
H -0.111 1.902 0.697
H 2.031 -0.301 0.276
H 1.297 0.308 1.676
H 0.602 -2.123 -1.409
H -1.072 -2.404 -0.754
H -2.204 -0.485 0.609
H -1.247 0.396 1.775
H -1.547 -1.317 2.192
H -0.285 1.784 -1.936
H -0.378 0.139 -1.356
H 0.947 0.720 -1.992
*
```

***

b.
Computed, not measured: C5H12N as an isolated structure, with ωB97M-V with the def2-TZVPD basis set.

HOMO-LUMO gap, eV: 7.82
HOMO level, eV: -14.15

ORCA input file:
```
! wB97M-V def2-TZVPD RIJCOSX def2/J DEFGRID3
* xyz 1 1
C 0.784 -0.700 0.478
C 0.240 -1.485 -0.704
C -0.835 -0.673 -1.319
C -1.690 -0.204 -0.169
C -1.016 0.511 0.661
N 1.802 1.855 0.706
H 0.803 -1.174 1.452
H 1.742 -0.207 0.336
H -0.074 0.235 0.506
H 0.978 -1.628 -1.506
H 0.018 -2.524 -0.502
H -0.411 0.216 -1.766
H -1.339 -1.077 -2.192
H -2.741 -0.480 -0.093
H -1.490 0.965 1.530
H 2.457 2.128 1.432
H 0.949 1.551 1.134
H 1.677 2.624 0.062
*
```

***

c.
Computed, not measured: a 2-piece molecular cluster, C5H12N overall, with ωB97M-V with the def2-TZVPD basis set.

HOMO-LUMO gap, eV: 7.48
HOMO level, eV: -13.45

ORCA input file:
```
! wB97M-V def2-TZVPD RIJCOSX def2/J DEFGRID3
* xyz 1 1
C -2.063 0.676 -0.288
N -1.517 0.071 -1.291
H -2.740 1.516 -0.530
H -1.970 0.256 0.705
H -0.589 -0.277 -1.083
H -1.900 0.131 -2.205
C 0.032 0.033 2.060
C 0.914 -0.495 0.990
C 1.124 0.178 -0.145
C 1.699 -0.472 -1.347
H -0.258 1.077 1.884
H -0.918 -0.527 2.224
H 0.550 0.060 3.038
H 1.308 -1.501 1.089
H 0.977 1.273 -0.207
H 1.722 -1.548 -1.124
H 0.941 -0.357 -2.147
H 2.687 -0.093 -1.622
*
```

***

The structure with the least stability is b.